79
Properties=species:S:1:pos:R:3:forces:R:3 method="wB97M-V/def2-TZVPD" molar_mass_g_mol=661.23 charge=+2 homo_lumo_gap_ev="4.31 / 4.01"
N 3.2147 8.3705 -1.5287 -0.15 -0.45 -0.04
C 4.0063 7.2861 -1.6463 -0.14 0.34 0.09
C 3.5486 6.0056 -1.3428 -0.06 -0.59 -0.18
C 2.1723 5.7577 -1.0476 0.79 1.19 0.47
C 1.3647 6.9049 -0.9733 0.42 0.12 -0.19
C 1.9384 8.1880 -1.1829 -0.50 -0.80 0.19
C 1.7716 4.3630 -0.8264 0.19 -0.16 -0.41
Sn -1.0927 0.0756 -0.4283 -0.26 -3.69 0.74
P -1.9523 -2.4346 -1.4212 -0.77 -1.80 -0.82
C 0.5659 3.7197 -0.7961 0.21 0.59 0.20
C 0.5184 2.3146 -1.1732 0.45 -0.12 -0.12
C -0.5550 1.7260 -1.9439 0.53 0.60 -0.62
C -0.3073 0.5170 -2.7432 0.80 0.91 -0.53
C 0.8311 -0.2031 -2.4903 -0.79 0.46 -1.57
C 1.8482 0.3347 -1.7521 0.85 0.81 1.42
C 1.6348 1.5082 -1.0082 1.08 -0.44 -0.06
Br 1.2445 -2.1289 -0.4288 -0.94 0.76 0.28
H 2.6706 3.7452 -0.8409 -0.29 -0.08 -0.28
H -0.3546 4.2715 -0.6484 -0.10 0.04 -0.45
H 4.2786 5.1818 -1.3757 -0.49 0.33 -0.03
H 0.3098 6.7920 -0.7584 -0.03 0.25 0.05
H 5.0533 7.4722 -1.9931 -1.06 -0.24 0.49
H 1.2973 9.0809 -1.0503 0.59 -0.56 -0.20
H -1.4182 2.3606 -2.0957 -0.22 -0.06 -0.38
H 2.4374 1.8216 -0.3463 -0.07 0.04 -0.16
H -0.9192 0.3347 -3.6163 -0.62 -0.32 0.29
H 2.8423 -0.1046 -1.6843 -0.25 -0.16 -0.06
P -1.4612 -0.2954 2.1644 0.85 0.29 -0.92
C -0.9039 -3.0482 -2.8760 0.31 0.22 0.70
C -1.4222 -3.9505 -3.9917 -0.29 0.14 -0.38
H -0.1224 -3.5891 -2.3403 -0.05 -0.01 0.13
H -0.3361 -2.1948 -3.2635 -0.35 0.04 -0.16
H -0.6172 -4.0037 -4.7364 -0.25 0.07 0.07
H -1.6334 -4.9919 -3.7231 -0.04 0.36 0.36
H -2.3060 -3.5402 -4.4852 0.07 -0.06 -0.05
C -3.8445 -2.3255 -1.9439 1.10 0.33 -0.24
C -4.7987 -3.5033 -1.8862 -0.40 -0.57 0.13
H -3.7850 -2.0358 -2.9970 0.21 0.34 0.07
H -4.3283 -1.4928 -1.4107 0.60 -0.09 0.02
H -5.8131 -3.0892 -1.9116 0.13 -0.06 0.12
H -4.7736 -4.1865 -2.7480 0.48 0.19 0.36
H -4.7061 -4.0667 -0.9578 -0.05 -0.12 -0.07
C -1.6175 -3.8833 -0.2068 0.43 1.36 1.10
C -1.6264 -5.3614 -0.5652 -0.38 -0.26 -0.41
H -2.2574 -3.6810 0.6633 -0.21 -0.20 -0.20
H -0.5993 -3.7082 0.1993 -0.65 0.37 -0.46
H -1.3970 -5.9027 0.3633 -0.25 0.12 -0.20
H -2.5979 -5.6900 -0.9419 0.18 -0.14 0.01
H -0.8350 -5.6650 -1.2621 -0.26 0.34 -0.03
C -0.8432 -1.6022 3.2677 -0.20 0.19 -0.67
C -1.1157 -1.1738 4.7039 0.21 -0.28 0.57
H 0.2283 -1.7245 3.0266 -0.43 -0.08 0.19
H -1.3800 -2.5282 2.9811 0.32 0.41 0.19
H -0.3075 -0.5749 5.1191 0.01 0.03 -0.10
H -2.0439 -0.6187 4.8492 0.05 -0.18 -0.06
H -1.1766 -2.0719 5.3060 -0.06 -0.10 0.28
C -3.1875 0.0810 2.4751 -0.94 0.03 0.35
C -3.8082 1.2079 1.6132 0.08 0.12 0.12
H -3.2805 0.3216 3.5437 -0.07 0.11 -0.24
H -3.7736 -0.8402 2.3550 0.26 0.03 -0.09
H -3.5957 2.1995 2.0450 -0.18 -0.39 -0.17
H -3.4168 1.2304 0.5823 -0.11 -0.10 0.15
H -4.9011 1.0665 1.5290 0.57 0.17 0.15
C -0.4917 1.2621 2.3660 -0.82 0.28 0.07
C 0.9262 1.0533 2.8546 0.02 0.10 -0.14
H -1.1099 1.8938 3.0146 0.37 0.12 0.15
H -0.4736 1.7919 1.3916 -0.10 -0.13 0.42
H 1.4572 2.0093 2.7949 -0.04 -0.20 0.40
H 0.8830 0.6563 3.8702 0.48 0.22 -0.11
H 1.4715 0.3624 2.2083 0.07 -0.19 0.10
C 5.6939 -2.3303 2.0099 0.24 -0.75 0.25
C 4.7992 -1.4071 1.2133 0.54 -0.34 0.96
O 3.4700 -1.4832 1.7124 -1.45 -0.62 -1.60
H 6.0044 -1.8886 2.9630 -0.21 -0.03 -0.16
H 6.5932 -2.5821 1.4672 0.43 0.14 -0.24
H 5.2261 -3.2996 2.2249 -0.16 0.30 -0.06
H 5.2395 -0.4206 1.3370 -0.49 0.48 -0.07
H 4.7905 -1.6299 0.1637 0.18 -0.26 -0.68
H 2.9548 -2.0161 1.0114 1.11 1.29 1.93